[1]
{"formula": "C12H23Br3Cl4F3N5P", "method": "wB97M-V/def2-TZVPD", "species": ["N", "P", "C", "C", "C", "Br", "N", "C", "N", "N", "C", "C", "C", "F", "Br", "C", "F", "F", "Br", "N", "H", "H", "H", "H", "H", "H", "H", "H", "H", "H", "H", "H", "H", "H", "H", "Cl", "C", "C", "Cl", "H", "H", "H", "H", "Cl", "C", "C", "Cl", "H", "H", "H", "H"], "coordinates": [[1.52784, 1.27461, 4.57241], [2.08580, 1.58297, 3.13368], [1.97357, 0.23024, 1.87822], [3.21595, 0.26067, 0.97857], [3.31771, -0.93687, 0.05930], [2.53078, -0.57413, -1.71171], [2.80384, -2.17461, 0.64162], [1.73672, -1.98154, 1.40960], [0.59887, -2.53019, 1.12805], [0.54122, -3.37354, 0.00391], [-0.63510, -2.33056, 1.90834], [-1.86820, -2.14388, 0.99185], [-2.82811, -1.11901, 1.57336], [-3.97401, -1.28901, 0.90282], [-3.21624, -1.42048, 3.43788], [-2.38592, 0.32576, 1.29397], [-1.37498, 0.66823, 2.06281], [-2.06291, 0.45384, 0.04469], [-3.85694, 1.56475, 1.65905], [1.92467, -1.12304, 2.44621], [1.19179, 0.31820, 4.63599], [1.34128, 2.63095, 2.55102], [3.43960, 1.98045, 3.12381], [1.12722, 0.42825, 1.22238], [4.08100, 0.23147, 1.63153], [3.29154, 1.19507, 0.45029], [4.35807, -1.09692, -0.14549], [2.63997, -2.90335, -0.04669], [0.20734, -2.85497, -0.80268], [-0.07240, -4.15470, 0.20139], [-0.81549, -3.19689, 2.52410], [-0.58209, -1.45407, 2.52527], [-1.53614, -1.73619, 0.04556], [-2.42864, -3.05991, 0.89573], [1.27281, -1.25456, 3.20871], [-6.61836, 6.78172, -0.68239], [-5.51047, 5.39156, -0.61090], [-6.23942, 4.09518, -0.36716], [-6.94287, 4.01705, 1.27054], [-4.77666, 5.58631, 0.16761], [-4.99507, 5.34513, -1.56922], [-5.54462, 3.26081, -0.45546], [-7.04488, 3.95095, -1.08252], [2.03211, -0.33423, -4.97345], [3.12118, -1.50405, -5.76969], [4.50546, -0.94328, -5.97049], [4.52652, 0.37280, -7.16678], [2.66618, -1.79143, -6.71366], [3.16924, -2.38277, -5.12781], [5.16461, -1.72548, -6.34352], [4.91662, -0.55739, -5.04061]], "forces_ev_per_angstrom": [[0.221, -0.472, -0.932], [-1.020, -0.170, 1.666], [1.096, 0.705, -0.930], [-0.033, -0.262, 0.966], [0.862, 0.053, -0.246], [-0.155, -0.225, 0.355], [0.230, 0.220, -1.308], [0.469, -0.072, 0.629], [-1.505, -0.664, 0.000], [0.235, -0.130, 0.091], [-0.685, -0.345, -0.662], [1.008, 0.485, 0.905], [0.043, -0.395, -0.032], [-0.970, -0.084, -0.646], [0.163, 0.050, 0.161], [-2.558, 0.507, 1.620], [1.518, 0.196, 0.570], [0.902, 0.069, -1.890], [0.152, -0.073, 0.002], [-0.831, 0.487, 0.703], [-0.021, 0.140, 0.521], [0.559, 0.013, -0.460], [-0.105, 0.115, -0.384], [-0.540, 0.053, 0.186], [0.284, -0.135, 0.209], [-0.108, 0.232, -0.492], [0.391, -0.077, -0.364], [0.092, 0.088, -0.152], [-0.063, 0.005, 0.040], [0.060, -0.057, -0.014], [0.177, -0.257, 0.430], [0.510, 0.213, 0.325], [-0.204, -0.218, -0.428], [-0.086, -0.246, -0.334], [-0.088, 0.268, -0.020], [0.003, 0.005, 0.026], [0.082, 0.023, -0.060], [0.018, -0.082, -0.064], [0.057, -0.054, 0.005], [-0.053, 0.014, 0.046], [-0.039, -0.031, -0.017], [0.030, 0.027, 0.013], [-0.044, 0.057, 0.039], [-0.111, 0.058, -0.097], [0.075, -0.198, 0.013], [0.085, 0.007, -0.023], [-0.011, 0.017, 0.030], [-0.033, 0.099, -0.013], [0.022, 0.033, 0.035], [-0.046, -0.030, -0.018], [-0.036, 0.037, -0.001]], "homo_energy_ev": -11.9, "total_charge": 1, "homo_lumo_gap_ev": 8.394, "largest_force_ev_per_a": 3.1, "e_lumo_ev": -3.501, "multiplicity": 1}

=====

[2]
{"formula": "CH3NOS2", "method": "wB97M-V/def2-TZVPD", "species": ["N", "C", "S", "H", "O", "S", "H", "H"], "coordinates": [[1.66018, -1.74039, 0.74143], [1.10381, -2.53794, 0.02671], [0.47170, -3.69153, -0.89831], [1.52809, -0.73963, 0.68506], [-2.37025, -0.44390, -0.70721], [-1.89320, 0.78672, 0.30401], [-2.63424, -1.18740, -0.18835], [-0.60644, 0.50438, 0.31656]], "forces_ev_per_angstrom": [[-0.516, -0.269, -0.447], [-0.302, -0.976, -0.845], [0.672, 1.315, 1.160], [0.150, -0.067, 0.138], [0.262, 0.945, -0.637], [-0.762, -0.033, -0.084], [-0.248, -0.815, 0.664], [0.743, -0.099, 0.051]], "relative_energy_kcal_mol": 16.31, "homo_energy_ev": -9.6, "homo_lumo_gap_ev": 9.955, "smiles": "N=C=S.OS", "largest_force_ev_per_a": 1.9, "e_lumo_ev": 0.306, "multiplicity": 1}

=====

[3]
{"formula": "C10H16O", "method": "wB97M-V/def2-TZVPD", "species": ["C", "C", "C", "C", "C", "O", "C", "C", "H", "H", "H", "H", "H", "H", "H", "H", "C", "C", "C", "H", "H", "H", "H", "H", "H", "H", "H"], "coordinates": [[-0.55917, 3.62387, 1.24318], [-0.39180, 2.63454, -0.00545], [-1.37506, 1.65133, -0.34029], [-1.07746, 0.81619, -1.44893], [0.17260, 0.91489, -2.14364], [0.53065, 0.02528, -3.09664], [1.08165, 1.96011, -1.79319], [0.81173, 2.82493, -0.79281], [-0.77908, 2.88251, 2.13958], [-1.25837, 4.38663, 0.93307], [0.41853, 3.98407, 1.55095], [-2.32735, 1.61915, 0.22829], [-1.92612, 0.27984, -1.88725], [-0.11588, -0.87687, -2.98450], [1.99665, 1.99023, -2.44615], [1.47365, 3.57801, -0.41536], [0.10346, -3.98379, 0.29270], [0.32004, -2.43813, 0.61715], [0.59695, -2.16768, 2.11120], [-0.48663, -4.46752, 1.07630], [0.97467, -4.55101, 0.25273], [-0.49492, -4.22288, -0.68198], [1.08223, -2.06843, -0.06612], [-0.69215, -2.01410, 0.34801], [1.60469, -2.51030, 2.29649], [0.34358, -1.16650, 2.26860], [-0.02711, -2.70439, 2.74408]], "forces_ev_per_angstrom": [[0.445, -4.050, -0.044], [0.354, 0.806, 0.524], [1.980, 1.281, -0.410], [0.235, 0.997, -0.269], [-1.367, 0.983, 2.149], [-2.503, -3.866, 0.016], [0.735, -2.011, -2.696], [-2.677, -0.642, 2.261], [-0.541, 1.981, -1.607], [-0.305, 0.210, 0.815], [0.003, 0.536, -0.414], [0.758, -0.169, -0.585], [0.606, -0.495, 0.191], [2.684, 3.942, -0.499], [-0.833, 0.170, 0.952], [0.430, 0.288, -0.348], [-2.311, 0.950, -0.779], [-2.306, -1.981, -0.492], [0.907, -0.851, -2.607], [-0.133, 0.268, 0.100], [1.855, -0.774, -0.201], [1.157, 0.826, 1.519], [-0.022, 0.381, 0.207], [1.218, 0.119, 0.168], [0.447, 0.611, 0.502], [0.536, 1.815, 0.602], [-1.353, -1.328, 0.946]], "relative_energy_kcal_mol": 60.74, "homo_energy_ev": -8.1, "homo_lumo_gap_ev": 8.739, "smiles": "Cc1ccc(O)cc1.CCC", "largest_force_ev_per_a": 4.8, "e_lumo_ev": 0.636, "multiplicity": 1}